A molecular structure, C19H34ClN2O7Ti, computed with ωB97M-V with the def2-TZVPD basis set.

Computed properties:
Energy relative to the best compared isomer or geometry (same formula, charge and spin), kcal/mol: 49.3
<S²>: 3.753
LUMO level (spin up / spin down), eV: 0.061 / 0.056
2S+1: 4

Last column: Mulliken charge in e.
Cartesian coordinates (Å):
Ti (1.418, -1.087, -0.974)  0.463
Cl (3.968, -1.055, -1.762)  -0.752
O (0.750, 1.055, -2.363)  -0.461
C (1.043, 2.225, -2.211)  0.794
O (0.295, 3.198, -1.486)  -0.371
C (-0.802, 2.817, -0.736)  0.592
C (-1.612, 4.020, -0.364)  -1.449
C (2.157, 2.830, -3.028)  -1.301
H (-0.505, 2.360, 0.208)  0.094
H (-1.446, 2.148, -1.307)  0.031
H (-2.592, 3.720, 0.008)  0.314
H (-1.779, 4.679, -1.215)  0.388
H (-1.068, 4.621, 0.365)  0.336
H (2.810, 3.508, -2.480)  0.344
H (1.802, 3.389, -3.894)  0.335
H (2.797, 2.024, -3.387)  0.359
O (-0.258, -2.166, -2.838)  -0.488
C (-1.366, -2.364, -3.301)  0.878
O (-2.313, -3.148, -2.840)  -0.346
C (-2.186, -3.737, -1.639)  0.320
C (-1.773, -5.253, -1.659)  -1.357
C (-1.818, -1.610, -4.497)  -1.259
H (-3.148, -3.636, -1.136)  0.278
H (-1.612, -3.124, -0.944)  -0.073
H (-2.338, -5.808, -2.408)  0.358
H (-2.032, -5.802, -0.754)  0.401
H (-0.716, -5.455, -1.834)  0.298
H (-2.101, -2.362, -5.233)  0.396
H (-1.039, -1.045, -5.009)  0.333
H (-2.732, -1.050, -4.299)  0.291
C (1.316, -2.882, 4.629)  -1.166
C (0.578, -1.688, 4.177)  -0.581
C (-0.407, -1.835, 2.948)  0.062
C (0.237, -2.471, 1.803)  0.361
N (0.743, -2.969, 0.888)  -0.633
H (2.084, -2.623, 5.358)  0.357
H (1.736, -3.358, 3.743)  0.329
H (0.630, -3.588, 5.098)  0.281
H (1.296, -0.892, 3.977)  0.226
H (-0.038, -1.286, 4.982)  0.396
H (-0.782, -0.854, 2.659)  -0.086
H (-1.294, -2.398, 3.241)  0.486
C (5.422, 3.569, 0.989)  -1.314
C (4.563, 2.344, 0.547)  -0.196
C (3.227, 2.403, 1.279)  -0.490
C (2.281, 1.281, 1.063)  -0.011
N (1.525, 0.388, 0.976)  -0.256
H (6.283, 3.780, 0.354)  0.370
H (5.846, 3.465, 1.988)  0.333
H (4.839, 4.490, 0.970)  0.350
H (5.093, 1.400, 0.675)  0.347
H (4.413, 2.236, -0.527)  0.246
H (2.809, 3.395, 1.110)  0.356
H (3.498, 2.355, 2.334)  0.359
C (-4.647, 0.090, 0.425)  -0.379
C (-3.983, 0.570, 1.638)  -0.355
O (-2.625, 0.684, 1.256)  -0.346
C (-2.467, -0.176, 0.172)  0.245
O (-1.377, -0.546, -0.324)  0.148
O (-3.662, -0.528, -0.271)  -0.282
H (-5.100, 0.890, -0.161)  0.263
H (-5.457, -0.625, 0.567)  0.304
H (-4.078, -0.079, 2.509)  0.233
H (-4.307, 1.565, 1.944)  0.296

***

C15H15N3O5S in the gas phase, computed with ωB97M-V with the def2-TZVPD basis set.

Computed properties:
Energy relative to the best compared isomer or geometry (same formula, charge and spin), kcal/mol: 55.9
LUMO level, eV: -0.299
2S+1: 1
SMILES: CC(=O)Nc1ccc(NS(=O)(=O)c2cc([N+](=O)[O-])ccc2C)cc1

Last column: Mulliken charge in e.
Cartesian coordinates (Å):
C (-4.674, -0.788, 0.003)  -1.370
C (-3.205, -0.596, 0.296)  0.569
O (-2.674, 0.485, 0.419)  -0.435
N (-2.514, -1.771, 0.406)  -0.161
C (-1.122, -1.781, 0.621)  0.032
C (-0.274, -2.495, -0.216)  -0.760
C (1.096, -2.335, -0.112)  -0.650
C (1.626, -1.473, 0.842)  -0.481
N (2.974, -1.107, 0.850)  -0.294
S (3.270, 0.561, 0.895)  1.172
O (3.177, 1.020, 2.242)  -0.638
O (4.511, 0.743, 0.201)  -0.734
C (1.860, 1.215, -0.027)  0.416
C (0.882, 1.845, 0.716)  -0.308
C (-0.295, 2.237, 0.096)  0.060
N (-1.347, 2.856, 0.873)  1.185
O (-2.192, 3.472, 0.269)  -0.660
O (-1.286, 2.743, 2.074)  -0.648
C (-0.480, 2.025, -1.263)  -0.548
C (0.517, 1.410, -1.992)  -0.838
C (1.701, 0.980, -1.389)  0.636
C (2.738, 0.272, -2.197)  -1.800
C (0.778, -0.877, 1.772)  -0.122
C (-0.587, -1.016, 1.652)  -0.009
H (-5.163, 0.182, -0.005)  0.327
H (-4.805, -1.262, -0.967)  0.364
H (-5.129, -1.416, 0.765)  0.353
H (-2.952, -2.623, 0.090)  0.289
H (-0.684, -3.140, -0.980)  0.383
H (1.753, -2.861, -0.790)  0.444
H (3.556, -1.575, 0.171)  0.384
H (1.039, 2.028, 1.768)  0.615
H (-1.409, 2.333, -1.717)  0.496
H (0.380, 1.241, -3.050)  0.435
H (2.522, -0.797, -2.212)  0.233
H (3.726, 0.424, -1.772)  0.326
H (2.725, 0.627, -3.225)  0.550
H (1.208, -0.281, 2.559)  0.789
H (-1.246, -0.505, 2.335)  0.398

***

C3H4N2O2 in the gas phase, computed with ωB97M-V with the def2-TZVPD basis set.

Computed properties:
Energy relative to the best compared isomer or geometry (same formula, charge and spin), kcal/mol: 76.4
LUMO level, eV: 0.394
2S+1: 1
SMILES: COC(=O)NC#N

Last column: Mulliken charge in e.
Cartesian coordinates (Å):
C (-0.692, 0.339, -0.516)  -0.653
O (0.165, 0.563, 0.553)  -0.263
C (1.397, 0.421, 0.208)  0.653
O (1.976, 0.427, -0.830)  -0.432
N (2.155, 0.292, 1.748)  -0.321
C (3.266, 0.924, 2.093)  0.358
N (4.210, 1.420, 2.522)  -0.428
H (-1.080, 1.253, -0.914)  0.278
H (-1.548, -0.343, -0.268)  0.236
H (-0.008, 0.079, -1.447)  0.321
H (1.637, -0.035, 2.523)  0.252

***

C4H6N2 in the gas phase, computed with ωB97M-V with the def2-TZVPD basis set.

Computed properties:
Energy relative to the best compared isomer or geometry (same formula, charge and spin), kcal/mol: 57.5
LUMO level, eV: 0.723
2S+1: 1
SMILES: [H]/N=C/C=C=CN

Last column: Mulliken charge in e.
Cartesian coordinates (Å):
H (1.718, 2.090, -1.322)  0.238
N (1.159, 1.377, -0.855)  -0.562
C (0.946, 0.397, -1.641)  0.036
C (0.166, -0.788, -1.208)  -0.542
C (-0.509, -0.756, -0.080)  -0.027
C (-1.125, -0.282, 0.983)  -0.074
N (-0.652, -0.143, 2.272)  -0.424
H (1.346, 0.352, -2.664)  0.340
H (0.194, -1.670, -1.849)  0.308
H (-2.144, 0.068, 0.834)  0.290
H (-1.326, -0.074, 3.014)  0.211
H (0.226, -0.571, 2.516)  0.206

***

A molecular structure, C24H64ClO28S8, computed with ωB97M-V with the def2-TZVPD basis set.

Computed properties:
Energy relative to the best compared isomer or geometry (same formula, charge and spin), kcal/mol: 258.0
Charge: -1
LUMO level, eV: 1.535
2S+1: 1

Last column: Mulliken charge in e.
Cartesian coordinates (Å):
Cl (33.889, 2.267, -3.579)  -0.755
O (34.197, 1.923, -2.226)  -0.431
O (34.707, 3.369, -4.011)  -0.261
O (34.174, 1.110, -4.390)  0.426
O (32.489, 2.598, -3.704)  -0.125
O (28.679, -1.865, -5.708)  -0.675
S (30.058, -1.793, -6.119)  1.201
O (30.519, -0.693, -6.932)  -0.536
O (30.995, -1.917, -4.796)  -0.359
C (31.121, -0.754, -3.962)  -0.596
C (32.065, -1.070, -2.842)  0.266
C (30.629, -3.364, -6.829)  -0.810
H (30.140, -0.599, -3.491)  0.649
H (31.343, 0.177, -4.488)  0.293
H (31.678, -1.910, -2.258)  0.682
H (32.229, -0.262, -2.131)  -0.619
H (33.067, -1.379, -3.144)  -0.412
H (30.551, -4.095, -6.031)  0.296
H (31.640, -3.163, -7.168)  0.187
H (30.003, -3.665, -7.665)  0.424
O (34.881, -0.734, 1.874)  -0.709
S (34.754, -0.602, 0.448)  1.289
O (35.457, -1.517, -0.405)  -0.596
O (33.204, -0.586, -0.026)  -0.183
C (32.229, -0.171, 0.942)  -0.253
C (30.868, -0.629, 0.450)  -0.919
C (35.156, 1.046, -0.033)  -0.786
H (32.279, 0.912, 1.075)  0.256
H (32.400, -0.617, 1.922)  0.368
H (30.471, 0.007, -0.336)  -0.032
H (30.165, -0.640, 1.284)  0.450
H (30.909, -1.645, 0.057)  0.399
H (34.939, 1.097, -1.100)  0.141
H (36.191, 1.228, 0.241)  0.557
H (34.453, 1.727, 0.444)  0.410
O (27.744, 6.492, -2.849)  -0.599
S (28.612, 5.832, -3.805)  1.114
O (28.003, 5.201, -4.957)  -0.700
O (29.721, 6.924, -4.293)  -0.224
C (30.041, 7.035, -5.677)  -0.206
C (31.178, 8.024, -5.843)  -1.187
C (29.725, 4.658, -2.989)  -0.352
H (29.173, 7.494, -6.161)  0.302
H (30.255, 6.077, -6.153)  0.482
H (31.311, 8.135, -6.918)  0.363
H (32.120, 7.735, -5.372)  0.162
H (30.902, 8.951, -5.338)  0.405
H (30.407, 4.307, -3.756)  0.211
H (29.129, 3.904, -2.481)  -0.166
H (30.258, 5.192, -2.204)  0.177
O (38.583, 3.944, -5.422)  -0.725
S (37.805, 2.777, -5.111)  1.438
O (38.438, 1.491, -5.156)  -0.642
O (37.108, 2.945, -3.646)  -0.180
C (36.921, 4.298, -3.199)  -0.995
C (36.607, 4.227, -1.724)  -0.365
C (36.266, 2.698, -6.057)  -0.269
H (36.077, 4.722, -3.756)  0.610
H (37.769, 4.939, -3.431)  0.711
H (37.477, 4.015, -1.099)  0.791
H (35.838, 3.484, -1.514)  -0.769
H (36.244, 5.173, -1.313)  0.261
H (35.589, 3.512, -5.819)  -0.251
H (35.853, 1.759, -5.686)  -0.151
H (36.522, 2.567, -7.107)  0.662
O (28.062, 5.047, -0.623)  -0.396
S (27.835, 4.684, 0.762)  1.044
O (26.518, 4.653, 1.323)  -0.643
O (28.534, 3.262, 0.992)  -0.432
C (29.767, 2.958, 0.315)  -0.020
C (29.579, 2.324, -1.051)  0.053
C (28.944, 5.742, 1.781)  -0.820
H (30.218, 2.214, 0.979)  0.161
H (30.501, 3.765, 0.301)  0.139
H (30.598, 2.113, -1.380)  -0.023
H (29.118, 3.087, -1.680)  -0.092
H (28.893, 1.481, -1.074)  0.361
H (28.660, 6.775, 1.602)  0.358
H (29.950, 5.545, 1.423)  0.211
H (28.820, 5.456, 2.821)  0.349
O (32.044, 2.762, -10.086)  -0.669
S (32.969, 3.289, -9.122)  1.272
O (34.238, 3.818, -9.588)  -0.656
O (32.255, 4.459, -8.255)  -0.387
C (32.931, 4.857, -7.058)  2.414
C (33.827, 6.050, -7.275)  -1.380
C (33.289, 2.056, -7.883)  -0.469
H (33.464, 4.062, -6.533)  -0.947
H (32.160, 5.121, -6.333)  -0.776
H (34.311, 6.398, -6.361)  0.255
H (33.237, 6.890, -7.646)  0.324
H (34.605, 5.863, -8.015)  0.402
H (32.416, 1.806, -7.282)  0.471
H (34.115, 2.401, -7.269)  -0.390
H (33.582, 1.169, -8.443)  0.590
O (32.594, 6.270, -2.181)  -0.605
S (34.031, 6.425, -2.093)  1.382
O (34.776, 7.236, -3.048)  -0.808
O (34.379, 6.971, -0.607)  -0.198
C (34.820, 8.334, -0.478)  -0.141
C (35.156, 8.515, 0.986)  -1.248
C (34.790, 4.777, -1.966)  -0.078
H (34.029, 8.995, -0.827)  0.347
H (35.732, 8.554, -1.034)  0.260
H (34.338, 8.110, 1.591)  0.290
H (35.251, 9.557, 1.292)  0.381
H (36.039, 7.979, 1.332)  0.316
H (34.055, 4.115, -2.422)  -0.326
H (35.008, 4.570, -0.923)  0.889
H (35.728, 4.773, -2.515)  -0.447
O (35.414, -3.240, -7.330)  -0.702
S (34.843, -2.666, -6.139)  1.203
O (34.020, -3.441, -5.222)  -0.596
O (36.016, -1.983, -5.259)  -0.441
C (35.657, -1.766, -3.881)  0.305
C (36.311, -0.494, -3.395)  0.116
C (33.984, -1.128, -6.459)  -0.335
H (35.895, -2.629, -3.264)  0.557
H (34.582, -1.597, -3.821)  -0.594
H (36.225, 0.362, -4.050)  -0.469
H (37.351, -0.744, -3.168)  0.585
H (35.914, -0.300, -2.403)  -0.470
H (33.168, -1.304, -7.155)  0.571
H (34.730, -0.463, -6.901)  0.271
H (33.680, -0.568, -5.574)  -0.466

***

A molecular structure, C5H15AlAs2F12NO2, computed with ωB97M-V with the def2-TZVPD basis set.

Computed properties:
Charge: +1
LUMO level, eV: -12.181
2S+1: 1

Last column: Mulliken charge in e.
Cartesian coordinates (Å):
Al (6.355, 1.552, -1.899)  1.516
As (8.288, 2.372, 2.325)  1.856
F (7.571, 2.211, 0.726)  -0.495
F (6.703, 3.106, 2.874)  -0.486
F (8.996, 2.440, 3.977)  -0.454
F (9.811, 1.533, 1.812)  -0.461
F (9.064, 3.935, 1.923)  -0.453
F (7.520, 0.795, 2.680)  -0.550
As (9.740, -0.853, -4.084)  2.001
F (8.838, -1.170, -5.521)  -0.415
F (10.284, 0.816, -4.766)  -0.459
F (10.591, -0.472, -2.590)  -0.423
F (9.139, -2.407, -3.332)  -0.477
F (11.203, -1.642, -4.834)  -0.478
F (8.313, 0.026, -3.356)  -0.523
C (6.495, 5.121, 0.100)  -0.617
O (6.635, 4.363, -1.030)  -0.299
H (7.362, 5.740, 0.329)  0.351
H (5.591, 5.723, 0.009)  0.348
H (6.251, 4.478, 0.946)  0.159
H (7.041, 5.049, -1.565)  0.304
C (4.090, -0.078, 2.615)  -1.280
C (4.206, 0.394, 1.204)  -0.036
C (3.959, 1.899, 1.087)  -0.694
O (4.133, 2.356, -0.245)  -0.185
C (3.566, 3.628, -0.426)  -0.910
N (5.506, 0.005, 0.744)  -0.036
H (3.839, -1.139, 2.626)  0.438
H (3.211, 0.401, 3.045)  0.368
H (4.924, 0.250, 3.236)  0.428
H (3.466, -0.215, 0.686)  0.472
H (4.549, 2.456, 1.815)  0.478
H (2.926, 2.006, 1.419)  0.474
H (3.674, 4.299, 0.426)  0.371
H (2.476, 3.632, -0.429)  0.349
H (3.883, 4.034, -1.386)  0.326
H (6.118, 0.408, 1.439)  0.113
H (5.592, -0.999, 0.812)  0.379

***

| no. | largest force on an atom (eV/Å) |
| --- | --- |
| 1 | 4.8 |
| 2 | 1.2 |
| 3 | 5.1 |
| 4 | 0.4 |
| 5 | 9.8 |
| 6 | 4.7 |